50
Properties=species:S:1:pos:R:3:forces:R:3 method="wB97M-V/def2-TZVPD" gap_ha=0.29947 total_charge=0 relative_energy_kcal_mol=0.0 homo_ev=-8.46 multiplicity=1 smiles="Cn1cc(-c2ccc3ncc4[nH]c(=O)n(-c5ccc(C(C)(C)C#N)cc5)c4c3n2)cn1"
N -4.29805 -2.45140 -0.09110 0.21 1.91 0.11
O 0.75339 3.09962 -3.90060 -0.88 -0.62 1.02
C -4.14463 -1.29768 -0.06876 0.17 -1.78 -0.19
N 0.85441 -3.58471 3.32088 -0.14 0.70 -0.32
N 5.27743 1.14037 -0.94129 0.22 0.96 -0.44
N 2.08781 -0.20479 0.35059 0.70 0.02 -0.20
C 1.50011 2.57493 -3.08716 -0.35 1.06 -1.96
C 1.93878 -2.92778 2.94971 0.73 0.94 -0.81
C 1.64678 -1.94628 1.90708 2.87 -0.75 2.08
C 0.34149 -2.03462 1.75970 -3.18 -0.56 -0.16
C 4.86014 1.91589 -1.92768 0.06 -0.27 0.62
C 2.58809 -1.01914 1.27471 -0.63 0.32 -0.81
C -0.36556 0.00793 -1.50429 -0.76 -0.13 -0.47
C -0.95559 2.30905 -1.29027 -1.01 0.41 0.95
C -1.64933 -0.37731 -1.10667 0.18 0.21 -0.05
C -2.19430 1.93872 -0.70820 0.12 -0.89 -0.83
C 3.96195 -1.04105 1.59459 0.96 -0.23 0.51
C 3.49548 2.05977 -2.20189 0.01 -0.27 0.07
C -0.02776 1.34972 -1.60868 0.23 -1.13 0.25
C -2.57945 0.57018 -0.63856 1.40 0.26 -0.12
C 4.82804 -0.22150 0.92294 0.21 -1.11 0.51
C 2.55059 1.35116 -1.46855 -0.63 0.73 -0.79
C 4.36936 0.51068 -0.16260 -0.55 0.74 -0.97
C 2.97002 0.53935 -0.39526 -0.69 -0.54 0.59
N 2.83560 2.80008 -3.17476 1.59 -0.46 0.91
N 1.28716 1.68179 -2.04775 0.50 0.17 0.40
N -0.15915 -3.01946 2.58770 1.74 1.18 -0.65
C -1.52886 -3.42986 2.66985 -0.44 -0.32 0.92
C -4.07221 0.66771 1.38823 -0.47 -2.43 0.68
C -5.02274 0.81617 -0.90798 0.17 1.35 -0.48
C -3.93272 0.16072 -0.05912 0.00 0.83 -0.02
H 2.96916 -3.01044 3.36987 -1.37 -0.63 -0.07
H -0.25911 -1.41008 1.11451 -0.34 -0.28 0.06
H 5.59707 2.48822 -2.48931 0.00 -0.27 0.03
H 0.32950 -0.73990 -1.86281 0.04 -0.01 0.16
H -0.68928 3.35048 -1.44205 -0.20 -0.05 0.15
H -1.91067 -1.43266 -1.23273 -0.02 0.35 0.41
H -2.91939 2.70000 -0.42184 0.35 -0.04 -0.03
H 4.35776 -1.74550 2.34462 -0.36 0.58 -0.34
H 5.89750 -0.18175 1.10835 -0.16 -0.16 0.13
H 3.24878 3.39601 -3.88595 -0.34 -0.34 0.35
H -2.20637 -2.59714 2.92056 0.39 -0.22 -0.09
H -1.61193 -4.19582 3.44829 0.09 0.26 -0.10
H -1.84542 -3.87694 1.74949 -0.25 -0.17 -0.61
H -3.96339 1.70987 1.45833 0.00 1.40 -0.10
H -3.29835 0.21022 2.03230 -0.37 0.14 -0.25
H -5.07607 0.34056 1.76292 0.81 0.47 -0.13
H -4.75768 0.76975 -1.96184 -0.08 -0.20 -0.10
H -5.99114 0.37913 -0.77520 -0.55 -0.28 0.23
H -5.08725 1.90774 -0.67232 0.03 -0.87 -0.04

---

47
Properties=species:S:1:pos:R:3:forces:R:3 method="wB97M-V/def2-TZVPD" gap_ha="0.26380 / 0.16455" total_charge=+1 homo_ev="-11.40 / -11.11" multiplicity=4
C -0.34724 -4.40632 2.76958 -0.93 0.04 1.38
C -0.69503 -3.01860 2.76648 -1.00 -0.57 1.36
C -1.83622 -2.84885 1.90014 -1.07 -0.29 1.12
H -0.20848 -2.24203 3.33405 0.14 0.03 -0.13
C -2.18445 -4.13411 1.36733 -1.15 0.07 1.14
C -1.24690 -5.09060 1.88300 -0.51 -0.11 0.81
H -1.23650 -6.14825 1.66834 0.08 0.03 -0.10
H 0.42061 -4.86972 3.37108 0.19 0.10 -0.30
H -2.33938 -1.91671 1.70020 0.04 0.06 -0.10
H -3.02083 -4.35702 0.72212 0.17 0.09 -0.18
Re -0.21790 -3.59686 0.79728 5.56 1.80 -7.00
Cl -0.32161 -3.29596 -1.54175 -0.33 -0.48 1.24
P 0.09315 0.00814 -0.34810 0.38 1.96 -0.19
C -1.38503 1.09758 -0.52215 -0.69 -0.63 0.10
C -1.50080 2.37939 0.03883 -0.11 -0.11 -0.08
H -0.68430 2.80124 0.62703 -0.24 -0.14 -0.17
C -2.66592 3.12900 -0.16485 0.02 -0.21 -0.12
H -2.74337 4.12868 0.26742 0.02 -0.32 -0.14
C -3.72206 2.60469 -0.91722 0.23 -0.20 -0.01
H -4.63243 3.19103 -1.07076 0.36 -0.22 0.05
C -3.61245 1.32044 -1.47153 0.01 0.12 0.06
H -4.43112 0.91012 -2.06590 0.23 0.13 0.21
C -2.46094 0.56248 -1.26502 0.16 0.40 0.24
H -2.37732 -0.44533 -1.67878 -0.06 0.27 0.04
C 1.05742 0.97682 0.88493 0.11 -0.58 0.63
C 0.75299 0.72757 2.24167 0.43 0.38 -0.37
H -0.02137 -0.00022 2.49573 0.18 0.20 -0.04
C 1.43140 1.41404 3.24577 0.02 0.08 -0.02
H 1.18598 1.21950 4.29165 0.11 0.10 -0.30
C 2.42461 2.34895 2.91687 -0.16 -0.15 -0.19
H 2.95604 2.88366 3.70914 -0.20 -0.21 -0.31
C 2.73397 2.59009 1.57437 -0.18 -0.13 0.12
H 3.50328 3.31833 1.31072 -0.24 -0.24 0.09
C 2.06110 1.90188 0.55813 -0.12 -0.11 0.18
H 2.31432 2.09589 -0.48523 -0.08 -0.08 0.31
C 0.99798 0.45250 -1.89502 0.24 -0.93 -0.34
C 0.64076 1.50464 -2.75447 0.05 -0.14 0.05
H -0.22726 2.12766 -2.53329 0.25 -0.19 -0.07
C 1.40524 1.76428 -3.89797 0.08 -0.16 0.16
H 1.12577 2.59032 -4.55519 0.08 -0.27 0.22
C 2.51938 0.97417 -4.19934 -0.11 -0.10 0.28
H 3.11147 1.17589 -5.09646 -0.23 -0.07 0.35
C 2.87260 -0.08374 -3.34905 -0.04 0.14 -0.05
H 3.74335 -0.70184 -3.57629 -0.29 0.18 0.04
C 2.11298 -0.35365 -2.21242 -0.26 0.33 -0.08
H 2.37048 -1.19203 -1.56097 -0.01 0.21 -0.20
Br 2.28403 -3.49712 0.71989 -1.14 -0.07 0.31

---

58
Properties=species:S:1:pos:R:3:forces:R:3 method="wB97M-V/def2-TZVPD" gap_ha="0.26266 / 0.21184" total_charge=+1 relative_energy_kcal_mol=0.0 homo_ev="-10.60 / -10.60" multiplicity=6
Ru 0.45106 0.21878 -0.03630 0.04 -0.23 0.36
N -1.65854 2.66801 3.13769 -0.01 0.00 0.04
C -1.22410 1.73294 2.28448 0.04 -0.05 -0.07
S 0.21373 2.13972 1.36034 -0.03 0.11 0.09
N -1.89607 0.61455 2.20917 -0.08 0.06 0.15
N -1.38962 -0.25544 1.31377 0.07 -0.02 -0.03
C -1.91819 -1.41543 1.23702 -0.07 0.06 0.02
C -1.35449 -2.37072 0.28882 0.02 -0.05 -0.07
C -1.82578 -3.66660 0.17599 0.01 0.02 0.00
C -1.20737 -4.52666 -0.72298 0.01 0.01 -0.01
C -0.14037 -4.06955 -1.47543 -0.01 -0.01 0.01
C 0.27704 -2.75918 -1.30446 0.04 -0.03 0.00
N -0.32107 -1.92977 -0.45285 -0.03 0.00 0.02
H -1.13780 3.51411 3.27901 0.00 0.00 -0.01
H -2.44378 2.45890 3.73209 0.00 0.00 -0.01
H -2.75295 -1.69172 1.87401 -0.01 0.01 0.00
H -2.65550 -3.99506 0.78680 -0.01 0.01 0.00
H -1.55470 -5.54580 -0.82569 0.00 0.00 0.00
H 0.37870 -4.71024 -2.17265 0.00 0.00 0.00
H 1.12758 -2.36930 -1.84914 -0.01 0.00 0.00
N 0.34040 -1.18899 5.93929 -0.11 0.12 0.04
C 1.01606 -1.35809 4.76503 0.07 -0.07 -0.10
C 2.20749 -0.65562 4.52095 -0.02 0.00 -0.02
C 2.87765 -0.80383 3.32680 -0.02 0.11 0.02
C 2.37381 -1.65686 2.35148 -0.07 -0.05 -0.08
C 1.21149 -2.38121 2.58690 0.03 -0.08 0.07
C 0.53129 -2.22982 3.77833 0.03 0.03 0.05
S 3.18435 -1.79032 0.80711 0.13 -0.06 0.02
O 4.57526 -1.49810 0.95206 -0.01 -0.03 0.05
O 2.75603 -3.01259 0.18049 0.00 0.03 -0.04
N 2.45796 -0.51630 0.04050 -0.12 -0.14 -0.01
C 2.92282 0.08835 -1.07978 -0.11 0.46 -0.44
N 3.96171 -0.28046 -1.81484 0.14 -0.13 0.21
C 4.23315 0.47928 -2.86852 0.00 0.02 -0.01
C 3.47611 1.58415 -3.24251 -0.03 0.04 -0.01
C 2.36023 1.85139 -2.47432 0.13 -0.04 0.00
N 2.08820 1.11923 -1.40059 0.04 -0.08 -0.13
H 0.78015 -0.70183 6.69861 0.02 -0.04 0.01
H -0.40383 -1.81683 6.18127 0.02 -0.03 0.01
H 2.60517 0.00151 5.28424 -0.01 0.00 0.01
H 3.79863 -0.26643 3.14252 0.00 0.00 0.00
H 0.87443 -3.09957 1.85118 -0.01 0.02 -0.04
H -0.36620 -2.80634 3.96974 0.00 0.00 0.01
H 5.09344 0.18076 -3.45716 0.01 -0.01 0.02
H 3.73814 2.18156 -4.10177 -0.03 0.01 0.00
H 1.67127 2.65721 -2.69757 0.00 0.01 -0.03
Br -3.22052 2.71008 -0.39503 -0.02 0.01 0.03
C -2.27046 3.39350 -1.86975 0.00 -0.04 0.02
C -2.33856 4.75712 -2.12652 -0.01 -0.02 0.01
C -1.67765 5.29350 -3.21788 0.03 -0.01 -0.03
C -0.95089 4.47226 -4.06882 -0.03 0.06 0.02
C -0.87659 3.11363 -3.81651 0.03 -0.11 -0.01
C -1.52668 2.57677 -2.71103 0.03 0.02 -0.04
I -1.36089 0.51248 -2.39682 -0.10 0.12 -0.13
H -2.91942 5.38887 -1.46946 0.00 0.00 0.00
H -1.73949 6.35622 -3.40789 0.00 0.00 0.00
H -0.44929 4.88532 -4.93310 0.01 0.00 0.00
H -0.32503 2.46435 -4.48377 0.01 0.01 0.01

---

56
Properties=species:S:1:pos:R:3:forces:R:3 method="wB97M-V/def2-TZVPD" gap_ha="0.16899 / 0.16847" total_charge=+2 relative_energy_kcal_mol=0.0 homo_ev="-13.93 / -13.93" multiplicity=1
Pt -0.31383 -0.16049 -0.20002 -0.17 0.13 -0.64
C -5.74252 0.71893 -5.02927 0.00 0.01 -0.01
C -4.90518 -0.03474 -4.04285 0.02 -0.02 0.01
C -3.86110 -0.86077 -4.47021 -0.01 0.02 0.01
C -3.11110 -1.58367 -3.56503 -0.02 -0.02 -0.01
C -3.39491 -1.45684 -2.20752 -0.03 -0.03 0.05
C -4.42481 -0.64037 -1.74975 -0.01 0.00 -0.02
C -5.17548 0.05755 -2.67568 0.00 -0.01 0.01
S -2.50253 -2.37717 -1.04456 0.15 0.09 -0.51
O -2.29358 -3.72624 -1.43843 -0.11 0.01 0.03
O -2.83622 -2.00834 0.28189 -0.01 0.03 0.18
N -0.81017 -1.66262 -1.22932 0.15 -0.25 0.67
C 0.21158 -2.35592 -1.83623 0.04 0.06 -0.05
C 0.13316 -3.40508 -2.75913 -0.01 0.01 0.02
C 1.30565 -3.95897 -3.27624 -0.04 -0.03 -0.02
C 2.54694 -3.51288 -2.88324 0.09 -0.02 -0.02
C 2.67701 -2.46376 -1.94148 -0.07 0.02 0.05
C 3.89731 -1.96050 -1.45263 -0.01 -0.02 -0.01
C 3.88639 -0.95017 -0.51813 0.04 0.01 0.02
C 2.67161 -0.43634 -0.07243 -0.03 -0.02 0.02
N 1.51102 -0.91431 -0.51561 0.07 0.09 0.00
C 1.49840 -1.90241 -1.43979 -0.04 -0.05 -0.06
H -5.25856 0.78383 -6.00137 0.00 0.00 0.00
H -5.95508 1.72605 -4.67177 -0.01 0.00 0.00
H -6.70095 0.21312 -5.16392 0.00 0.00 0.00
H -3.64768 -0.94507 -5.52769 0.00 0.00 0.00
H -2.32694 -2.24048 -3.91622 0.02 -0.02 0.00
H -4.63120 -0.57147 -0.69079 0.00 -0.03 -0.02
H -5.98853 0.68798 -2.33688 0.00 0.00 0.00
H -0.82225 -3.79241 -3.07284 -0.01 -0.01 -0.02
H 1.23093 -4.76431 -3.99326 -0.02 0.01 0.00
H 3.44107 -3.97166 -3.28728 0.00 0.00 0.00
H 4.83348 -2.37154 -1.80948 0.00 0.00 -0.01
H 4.80479 -0.53943 -0.12513 0.00 -0.01 0.00
H 2.61185 0.36949 0.64554 0.00 0.01 -0.01
N -1.49192 0.78056 2.71706 0.04 -0.06 0.02
C -0.21554 1.09573 2.52112 0.01 -0.02 0.00
N 0.49802 1.62333 3.51466 -0.03 0.00 -0.01
O 0.38386 0.91269 1.40455 0.03 0.07 0.03
H -1.91840 0.87073 3.62391 -0.02 0.01 -0.01
H -2.05496 0.44444 1.95029 -0.02 0.02 0.01
H 0.08306 1.88984 4.39122 0.00 0.00 0.00
H 1.45873 1.86660 3.34738 0.01 0.02 -0.01
Br -2.78068 6.69158 -2.60624 -0.01 -0.01 0.01
C -3.26173 5.02785 -1.88519 0.03 -0.01 0.00
C -4.60545 4.73008 -1.65578 -0.02 0.02 -0.01
N -5.01964 3.57500 -1.14512 0.02 -0.01 0.00
C -4.10284 2.66923 -0.83851 -0.01 0.00 0.06
C -2.74240 2.87320 -1.04275 0.04 -0.02 0.01
C -2.30469 4.08326 -1.57966 -0.02 0.00 -0.03
C -1.78318 1.81927 -0.72171 -0.12 0.09 0.09
O -2.16313 0.72820 -0.12771 0.05 0.04 -0.07
O -0.55857 1.89706 -1.00227 0.05 -0.10 0.23
H -5.36972 5.45992 -1.89574 0.00 0.00 0.00
H -4.45652 1.73897 -0.41333 0.00 0.04 0.03
H -1.25309 4.26925 -1.75049 0.00 0.00 0.00

---

Computed max |F| (eV/Å) in order:
3.6; 9.1; 0.6; 0.7
Computed DFT total energy (eV) in order:
-36637.921; -118152.257; -142579.921; -125973.230